Molecular formula: C45H43AsBaN7OPS4
Method: DFT, the ωB97M-V functional and the def2-TZVPD basis

- LUMO energy: -0.001 Eh
- Frontier orbital gap: 6.1 eV
- HOMO: -6.129 eV

Atoms and positions in Å:
Ba1 -0.220359 0.050560 -0.171634
C1 -0.175967 -4.313177 4.463267
N1 -0.672645 -3.167563 3.720076
C2 -1.985617 -2.800853 3.628772
C3 -2.025771 -1.737116 2.776286
N2 -0.759534 -1.435845 2.357129
C4 0.040818 -2.317929 2.922140
P1 1.825310 -2.565735 2.675015
C5 1.887685 -3.071627 0.928533
N3 1.452377 -2.400053 -0.118095
C6 1.748679 -3.154460 -1.217224
C7 2.374967 -4.303587 -0.826225
N4 2.460176 -4.249829 0.538161
C8 3.023038 -5.284316 1.388641
C9 2.458084 -0.868995 2.504149
N5 2.079282 0.063041 1.651064
C10 2.981505 1.080872 1.766763
C11 3.918423 0.766042 2.707228
N6 3.578466 -0.470155 3.180631
C12 4.311065 -1.210063 4.194978
H1 -0.951764 -4.640689 5.150371
H2 0.710053 -4.044286 5.033643
H3 0.069245 -5.137616 3.794178
H4 -2.766832 -3.328323 4.148622
H5 -2.887437 -1.186750 2.431390
H6 1.503752 -2.814086 -2.210623
H7 2.759014 -5.136860 -1.388572
H8 3.500763 -6.027256 0.755725
H9 2.246300 -5.773979 1.975203
H10 3.767054 -4.868807 2.064785
H11 2.908172 1.962974 1.150573
H12 4.781640 1.297708 3.069449
H13 4.977710 -0.522195 4.709977
H14 4.906778 -2.006703 3.750379
H15 3.623843 -1.643390 4.917981
S1 -2.079096 -2.569514 -0.891553
C13 -3.261666 -1.466722 -0.416467
N7 -3.080830 -0.174138 -0.204426
C14 -4.240766 0.489234 0.139010
C15 -4.345596 1.860196 0.360816
C16 -5.575112 2.398714 0.704783
C17 -6.703543 1.588493 0.830322
C18 -6.615935 0.221391 0.596442
C19 -5.384433 -0.313356 0.248571
S2 -4.953946 -1.957117 -0.135444
H16 -3.469193 2.485567 0.223637
H17 -5.664493 3.466962 0.860992
H18 -7.657544 2.025867 1.093983
H19 -7.489775 -0.412839 0.673270
S3 1.830290 0.490330 -2.529451
C20 1.716575 1.845048 -3.643958
C21 2.867861 2.291703 -4.314335
C22 2.821982 3.330875 -5.224845
C23 1.618084 3.968217 -5.507489
C24 0.469949 3.547508 -4.857711
C25 0.507813 2.504769 -3.935045
As1 -1.066256 1.907043 -2.970607
C26 -1.700236 0.463145 -4.110156
C27 -0.983393 0.001601 -5.207140
C28 -1.466583 -1.066153 -5.954217
C29 -2.663341 -1.677899 -5.606860
C30 -3.378653 -1.225342 -4.505745
C31 -2.894427 -0.163147 -3.758615
C32 -2.335724 3.298773 -3.504078
C33 -2.423170 4.429116 -2.693701
C34 -3.295655 5.461412 -3.005839
C35 -4.104278 5.366000 -4.131386
C36 -4.030547 4.240298 -4.939018
C37 -3.148960 3.211167 -4.628016
H20 3.802161 1.789184 -4.096536
H21 3.731173 3.647340 -5.722754
H22 1.573654 4.779359 -6.222846
H23 -0.472173 4.038056 -5.071403
H24 -0.043859 0.470506 -5.474147
H25 -0.901311 -1.422592 -6.806609
H26 -3.033425 -2.514884 -6.185815
H27 -4.302140 -1.710548 -4.215754
H28 -3.442366 0.181737 -2.887687
H29 -1.793973 4.498073 -1.812037
H30 -3.350470 6.338674 -2.372833
H31 -4.792173 6.165866 -4.375501
H32 -4.660935 4.163084 -5.816340
H33 -3.095751 2.337542 -5.265863
C38 2.012452 0.177453 7.332364
C39 1.112390 0.594334 6.199536
C40 -0.202610 0.140449 6.129760
C41 -1.036687 0.538049 5.095559
C42 -0.554825 1.406601 4.130602
C43 0.752430 1.865025 4.173675
C44 1.576249 1.459457 5.209426
S4 -1.587401 1.816140 2.731024
C45 -1.996886 3.487718 3.216536
O1 -0.671485 1.968655 1.546636
H34 1.740891 -0.805647 7.716224
H35 1.940537 0.886588 8.159866
H36 3.056080 0.152218 7.016981
H37 -0.571348 -0.544643 6.884486
H38 -2.047125 0.153175 5.023660
H39 1.124304 2.499376 3.378591
H40 2.602131 1.808770 5.244395
H41 -1.072246 4.054764 3.317274
H42 -2.550224 3.459844 4.154338
H43 -2.619013 3.895221 2.420329

Forces on the atoms, in the same order (eV/Å):
Ba 0.169 -0.594 -0.524
C -0.002 0.014 0.002
N 0.059 -0.064 0.045
C -0.074 -0.016 -0.064
C 0.094 0.084 0.018
N -0.080 0.074 -0.194
C -0.050 0.005 0.042
P 0.010 0.078 -0.029
C -0.019 -0.085 -0.034
N -0.055 0.075 -0.023
C -0.053 0.150 0.089
C -0.047 0.001 0.025
N 0.059 -0.032 0.044
C -0.019 0.009 -0.033
C 0.056 0.082 0.053
N 0.044 -0.004 0.030
C -0.159 0.006 -0.149
C -0.013 -0.011 0.052
N 0.015 -0.088 0.021
C 0.006 0.016 -0.035
H -0.011 0.005 0.002
H 0.009 0.024 -0.007
H -0.015 0.001 -0.016
H 0.029 -0.028 0.000
H 0.030 0.021 -0.001
H 0.011 -0.003 0.007
H 0.000 -0.008 0.021
H 0.005 0.003 -0.010
H -0.011 0.000 -0.006
H 0.005 0.024 -0.002
H 0.032 -0.004 0.026
H -0.006 -0.010 0.008
H -0.012 0.012 -0.002
H -0.010 0.000 -0.020
H -0.018 0.008 0.002
S 0.101 -0.112 0.042
C -0.341 0.395 0.169
N 0.228 -0.028 -0.044
C 0.078 -0.083 0.022
C 0.026 0.113 0.005
C 0.056 0.025 -0.004
C -0.004 -0.152 -0.024
C -0.003 0.139 0.018
C -0.018 -0.203 -0.028
S 0.129 -0.004 -0.030
H -0.016 -0.002 0.003
H -0.007 -0.009 0.000
H 0.006 0.007 0.002
H -0.013 0.023 0.007
S -0.080 0.030 0.079
C -0.003 0.042 -0.024
C -0.026 -0.082 0.070
C -0.029 0.016 -0.016
C 0.050 -0.017 0.010
C -0.068 -0.016 0.040
C 0.043 -0.052 0.008
As 0.025 0.098 0.037
C 0.010 -0.111 0.015
C 0.001 -0.016 -0.020
C -0.008 0.022 0.027
C 0.004 0.011 0.022
C 0.013 -0.012 -0.026
C 0.043 0.070 0.020
C -0.016 -0.019 0.065
C 0.014 -0.044 -0.031
C -0.023 0.003 -0.022
C 0.017 -0.005 0.021
C 0.016 -0.013 0.011
C -0.048 0.064 -0.029
H 0.012 0.025 -0.028
H 0.006 -0.009 0.008
H 0.009 0.000 -0.001
H 0.001 0.006 -0.001
H 0.001 -0.004 0.006
H -0.005 -0.002 0.003
H 0.001 0.003 -0.004
H 0.001 0.000 -0.001
H -0.023 -0.031 -0.002
H -0.011 0.034 0.015
H 0.009 -0.008 0.008
H 0.006 -0.003 -0.001
H 0.007 -0.011 0.001
H -0.004 -0.005 -0.004
C -0.017 0.041 -0.035
C 0.003 -0.013 0.017
C 0.054 0.012 -0.002
C -0.069 -0.006 0.000
C 0.121 -0.040 -0.105
C -0.027 -0.008 -0.012
C 0.008 -0.013 0.011
S -0.096 -0.209 0.141
C -0.006 0.065 -0.128
O -0.108 0.337 0.317
H 0.002 -0.004 0.000
H -0.003 -0.013 0.003
H -0.003 -0.011 0.008
H -0.012 0.006 -0.007
H 0.021 -0.004 0.005
H 0.012 -0.010 0.016
H -0.010 0.002 -0.009
H -0.027 0.024 0.009
H 0.010 -0.010 -0.005
H 0.004 0.038 0.044